Record 1
{"formula": "C40H53FeN5O3", "method": "wB97M-V/def2-TZVPD", "fmax_ha_per_bohr": 0.046, "relative_energy_kcal_mol": 0.0, "charge": -2, "multiplicity": 5, "symbols": ["C", "H", "N", "C", "H", "C", "C", "C", "H", "H", "C", "H", "H", "H", "H", "H", "C", "N", "Fe", "H", "C", "C", "C", "H", "H", "H", "H", "H", "H", "C", "C", "C", "C", "C", "C", "N", "C", "C", "H", "C", "H", "C", "C", "H", "N", "H", "C", "H", "H", "O", "H", "C", "C", "C", "C", "H", "C", "H", "H", "C", "H", "H", "H", "H", "H", "H", "H", "H", "C", "C", "H", "C", "H", "C", "C", "C", "H", "O", "C", "H", "C", "H", "C", "H", "H", "N", "H", "C", "H", "H", "C", "H", "H", "O", "H", "C", "H", "H", "H", "H", "H", "H"], "positions_angstrom": [[2.8772, 4.1432, 2.7408], [1.5214, -4.5235, -4.5831], [0.6274, 1.1610, -0.0900], [-0.7533, 2.9894, -0.7385], [-0.6185, -1.3382, 3.6984], [-3.7568, -0.1110, -1.5790], [0.0192, 5.4017, -0.6577], [4.9724, -4.2109, 0.1810], [-3.1388, 1.9234, -1.3787], [3.2841, 0.0805, 2.6147], [-5.8380, 1.1754, -1.0138], [5.7199, -5.6415, 1.6161], [0.9909, 7.2981, -0.3856], [-0.5468, 6.7883, -2.2304], [-1.2684, 5.1801, -2.4073], [2.3473, 4.0259, 0.0635], [0.8650, -4.6470, -1.2983], [3.3582, -2.6232, 0.9731], [1.0371, -1.4094, 0.1818], [4.0401, -2.6403, -0.9583], [1.0651, -3.0750, -3.0054], [1.4913, 3.3940, -0.1167], [-3.3012, -1.4274, -1.4753], [0.7568, -2.3942, 4.0256], [-0.5600, -5.0466, 3.3129], [-6.0713, 1.1857, -3.7825], [1.4633, -0.2281, 2.6508], [5.5550, -4.5860, -0.6519], [2.8443, -2.7337, 2.9442], [-0.4819, -3.0468, 2.3641], [2.0569, 1.8188, 2.8191], [1.5510, 4.6618, 2.8018], [-0.0309, -4.5262, 2.4990], [0.4887, 3.7150, 2.8858], [1.3259, 6.0424, 2.7533], [1.1528, 7.1942, 2.7160], [-0.5434, 1.6175, -0.5588], [1.6039, 2.0283, 0.0904], [-2.3113, -2.0221, 1.8258], [-5.0765, 0.9442, -3.3981], [-0.2178, -5.0488, 1.5581], [-0.3652, 5.7169, -2.1107], [-1.9948, -3.0456, 2.0360], [2.0928, 6.0361, -0.9531], [0.2765, -2.3894, 1.3711], [-1.6011, -2.6493, -1.0029], [1.2481, 6.2409, -0.2918], [-4.5753, 0.2912, -4.1149], [1.5506, 6.0620, 0.7417], [2.2573, -0.8346, -1.2265], [-1.7305, 3.3294, -1.0603], [3.1219, 2.8053, 2.7622], [4.3000, -4.2476, 2.4603], [0.7198, 2.3767, 2.9095], [0.2586, 3.9065, -0.5042], [-3.9349, -2.2799, -1.6690], [-6.0526, -0.9967, -2.1909], [-5.8720, 0.6959, -0.0341], [-5.6517, -1.6690, -2.9506], [1.3423, -5.3790, -2.5624], [-2.0357, 5.2814, 0.0750], [-2.5972, -3.4561, 2.8600], [3.7614, 0.4817, -1.4126], [4.1429, 2.4450, 2.6762], [2.4293, -5.4835, -2.5471], [-6.1305, -1.5385, -1.2468], [-0.8194, 5.6225, 1.3205], [1.5904, -4.6957, -0.4829], [3.4677, -3.1796, 2.1770], [5.0670, -4.7964, 1.4378], [-0.5319, 4.0858, 2.9157], [-1.1145, 5.8263, 0.2896], [2.0958, -2.7219, -3.0430], [-5.1683, 0.2444, -2.0334], [-2.8415, 0.8850, -1.2945], [2.2812, 0.4786, 2.7325], [-0.1136, 1.6837, 2.9534], [0.6455, -3.2916, -1.6601], [-0.2993, -2.3806, 3.7502], [-1.3092, 6.8970, 0.1921], [3.1993, -0.3504, -1.9095], [-5.2957, 2.1159, -0.9141], [-1.9882, -1.6394, -1.0812], [0.4251, -2.2955, -3.4211], [-0.8756, -2.9007, 4.5305], [-1.1240, -0.6869, -0.7898], [3.7022, 4.8436, 2.6501], [-1.5334, 0.5929, -0.8927], [1.0417, -4.5548, 2.6954], [4.3462, -4.6542, 3.4630], [4.1206, -3.1331, 0.0053], [-0.1378, -4.6047, -3.9512], [-7.0557, -0.6932, -2.4981], [3.5864, -0.6888, -3.0362], [0.4403, 5.4260, -2.7881], [0.9091, -4.4316, -3.6848], [-0.0829, -5.0584, -0.9355], [-6.8613, 1.4006, -1.3254], [2.5414, 1.6165, 0.4428], [0.9018, -6.3736, -2.6498], [-4.5006, 1.8675, -3.3233], [-2.1693, -3.6444, 1.1382]]}


Record 2
{"formula": "C40H56F24O22", "method": "wB97M-V/def2-TZVPD", "fmax_ha_per_bohr": 0.060, "relative_energy_kcal_mol": 14.3, "smiles": "CCOC(=O)C(F)(F)F.CCOC(=O)C(F)(F)F.CCOC(=O)C(F)(F)F.CCOC(=O)C(F)(F)F.CCOC(=O)C(F)(F)F.CCOC(=O)C(F)(F)F.CCOC(=O)C(F)(F)F.CCOC(=O)C(F)(F)F.CCOC(=O)OC.CCOC(=O)OC", "symbols": ["H", "C", "H", "H", "O", "C", "C", "H", "H", "H", "O", "C", "O", "F", "H", "O", "O", "O", "C", "C", "H", "C", "H", "F", "F", "F", "H", "H", "H", "F", "H", "H", "H", "O", "H", "O", "H", "H", "O", "C", "O", "H", "H", "H", "H", "H", "C", "H", "H", "F", "O", "F", "C", "C", "F", "C", "C", "H", "O", "C", "H", "H", "C", "F", "H", "C", "C", "H", "C", "F", "O", "H", "O", "O", "C", "H", "H", "H", "H", "C", "H", "C", "C", "C", "C", "H", "H", "O", "O", "C", "C", "C", "C", "F", "C", "C", "C", "C", "H", "H", "H", "C", "F", "F", "H", "F", "F", "H", "H", "C", "H", "H", "H", "C", "F", "F", "F", "H", "H", "H", "O", "O", "F", "F", "O", "O", "F", "O", "F", "H", "F", "C", "H", "H", "H", "H", "F", "C", "C", "H", "C", "C"], "positions_angstrom": [[3.6396, 0.6943, 3.2063], [-1.6164, -2.4247, -7.0481], [3.0895, -2.2558, 8.2416], [-0.8362, 4.1420, -2.0246], [-4.6886, -2.9807, 1.2753], [-4.9078, 1.8646, -4.3666], [-2.1264, -1.8613, -5.7214], [4.8881, -1.6444, -1.7144], [1.5540, -2.7408, 8.9769], [-3.4832, -5.5258, 1.3640], [4.6848, -3.8842, 1.1331], [0.8988, 0.3131, 1.9499], [-3.9309, 0.6025, -6.1596], [-4.2548, -0.5077, -9.1722], [2.9485, -1.3126, 0.0301], [3.0878, 0.2447, -1.3242], [1.6377, -0.8099, 8.2484], [4.9208, 0.4629, -0.0210], [2.2811, -1.9351, 8.9010], [-1.5271, 1.2393, -2.0911], [-0.5585, -2.6939, -7.0491], [-2.5077, 4.4001, -5.6092], [-1.4012, 0.6814, -4.0850], [9.7387, 2.4271, 3.9933], [3.6708, 3.1721, -0.7881], [-0.8281, 2.7242, -6.2471], [5.9159, 0.3778, 2.1827], [-2.6687, 2.8563, 2.5252], [0.4200, -4.3500, 2.9389], [-0.1325, 0.2384, 5.4395], [-4.1936, 2.6823, -4.4762], [-5.6853, 2.1550, -5.0752], [-2.2577, -5.4548, 4.0823], [-0.7414, 1.4957, -0.9105], [1.5504, -5.0396, 4.2435], [-1.8674, 4.3940, -4.4398], [5.7554, -3.3280, -0.4897], [-3.0901, -6.8613, 3.3788], [0.8388, -1.9723, 6.4857], [2.8284, -1.1469, -1.0398], [-4.1330, 2.7609, 1.0835], [-1.8385, -1.7172, -7.8442], [6.7613, -3.8800, 0.7195], [1.8356, -1.3781, -1.4126], [-5.3479, 1.7600, -3.3770], [-3.2097, -2.0055, -5.7336], [-4.8688, 0.4728, -7.1561], [-4.4079, -5.0347, 2.8441], [1.6856, -0.3268, 1.5473], [-1.9799, -1.4594, 2.7493], [-3.5474, 4.9670, -5.7697], [-2.5968, -0.8958, 0.7603], [-3.6053, -2.8203, 1.7666], [1.0384, -0.9500, 7.0658], [-2.5135, 3.0923, -7.5196], [-3.1011, 3.4636, 1.7320], [8.5093, 2.8988, 4.2438], [-5.0925, -0.2391, -4.6330], [-6.0027, 0.1771, -6.9515], [3.9719, -3.1419, 1.9851], [2.1668, -0.7717, 10.7300], [-4.3389, 4.8966, 2.7536], [-4.2727, 0.6775, -8.5524], [-0.9187, 4.5661, -7.3464], [3.8100, -0.8374, 10.1607], [-4.2326, 2.6692, -0.2418], [-5.1830, 1.5700, -0.7144], [1.4741, 1.0714, 2.4836], [4.1064, 0.8915, -0.7845], [-0.0071, 1.1677, 7.3861], [-2.6248, -1.6996, -2.9148], [-2.6517, 5.5030, 2.4948], [-3.7875, 3.4560, -1.0361], [6.8566, 1.2458, 3.8762], [-1.1278, -3.4627, -2.4310], [3.0971, -2.2823, 10.8039], [-0.8199, 5.8534, -2.3274], [-1.5158, -6.2289, 2.7108], [3.8196, -2.9514, -1.3589], [5.8539, -3.2843, 0.5938], [6.0661, -2.2904, 0.9782], [-0.6936, 0.7507, -3.2540], [-4.3233, 0.5234, -4.7670], [3.8480, -1.9556, -1.8066], [-2.5412, 4.9139, -3.2984], [5.7897, -0.5219, 3.6707], [0.1955, -0.1630, 2.6285], [4.0737, -1.9448, 2.1198], [-2.8473, -3.8051, 2.2532], [2.8794, -1.4007, 10.1970], [-1.7831, -2.4108, -3.3700], [7.5762, 2.1918, 3.2615], [4.3288, 2.2529, -1.4996], [0.0967, -3.7693, -2.9200], [-3.4300, -5.1123, 2.3733], [-3.4797, 4.9275, 2.0849], [-1.6492, 3.6877, -6.6719], [1.0079, -4.1871, 3.8389], [-3.4261, 4.3009, -3.1392], [-2.2646, 3.5514, 1.0294], [2.5976, -2.7602, 4.2507], [0.6567, 0.4286, 6.4875], [-3.0007, 1.0777, -8.5094], [-0.9866, -3.0480, -1.1957], [3.6145, -1.9592, -2.8708], [-5.7945, 0.8840, 0.2518], [-3.9207, -0.5594, 2.4119], [0.4610, -3.7330, 4.6625], [-2.0355, -3.4155, -7.2367], [4.5097, 1.1806, 3.6467], [4.3757, 1.2498, 4.7256], [-3.4397, 0.2109, -4.2161], [-2.0475, 2.1753, -2.2752], [5.8362, 0.4869, 3.2630], [8.2277, 2.7058, 5.5165], [5.6183, 2.5372, -1.5785], [1.7444, 1.1396, 6.1675], [0.0328, 1.5254, -3.4971], [-2.1979, 0.4836, -1.6768], [4.5156, 2.1980, 3.2497], [-1.4489, -2.5319, -4.6782], [7.5012, 2.4847, 2.1071], [-1.9083, -4.5399, -2.4177], [-6.1233, 2.2360, -1.4173], [-0.2762, -0.6517, -0.4013], [2.9868, -3.8856, 2.4958], [-4.9745, 1.5988, -9.1967], [0.3257, 1.0839, 0.9067], [-4.5339, 0.7686, -1.5260], [-3.7403, 5.4478, 1.1628], [3.8026, 2.2791, -2.7360], [-0.2339, 0.5287, -0.1702], [-2.0287, -0.7764, -5.7782], [-1.9066, 5.3775, -1.2298], [-2.9178, 5.9180, -3.5030], [1.7085, -2.3101, 2.8350], [8.4491, 4.2089, 3.9597], [-2.4783, -5.9868, 3.1536], [-1.4880, 5.0013, -2.1643], [-0.2780, -0.2426, -3.1045], [-3.0264, -1.4139, 1.9099], [2.0912, -3.1738, 3.3773]]}


Record 3
{"formula": "C40H56N9O16", "method": "wB97M-V/def2-TZVPD", "fmax_ha_per_bohr": 0.293, "relative_energy_kcal_mol": 105.7, "charge": -1, "symbols": ["H", "C", "H", "O", "H", "C", "H", "H", "C", "C", "O", "O", "C", "H", "H", "C", "C", "N", "N", "H", "H", "H", "H", "H", "C", "H", "C", "H", "C", "N", "O", "C", "O", "H", "C", "C", "H", "O", "C", "H", "O", "N", "H", "O", "H", "H", "H", "H", "C", "H", "H", "C", "H", "C", "H", "C", "N", "H", "H", "C", "N", "C", "N", "C", "H", "C", "O", "N", "O", "C", "C", "C", "C", "H", "O", "H", "C", "H", "H", "H", "H", "O", "C", "H", "H", "H", "H", "H", "C", "C", "C", "H", "H", "O", "H", "C", "O", "O", "H", "O", "C", "H", "H", "C", "H", "C", "H", "H", "H", "H", "H", "H", "C", "C", "C", "H", "H", "C", "H", "N", "C"], "positions_angstrom": [[-43.6735, -2.3376, -24.0322], [-54.4900, -3.9389, -25.3025], [-41.9598, -5.1228, -27.2748], [-48.6648, -3.4791, -25.1580], [-47.7552, -5.3122, -27.2717], [-45.3399, -6.8254, -21.8126], [-53.7912, -4.7102, -25.3644], [-46.4940, -0.4849, -21.2163], [-46.1512, 1.3946, -24.0226], [-52.5258, 0.9217, -19.4153], [-46.6416, -4.4296, -19.3697], [-49.7656, 1.6823, -27.1432], [-52.8498, -0.6744, -19.5213], [-49.2816, -8.5446, -20.4166], [-53.8174, -0.9152, -19.1250], [-42.7600, -4.8645, -26.5009], [-43.6870, -3.3107, -24.6177], [-44.1366, -2.6239, -29.3187], [-46.4702, 1.1143, -22.5950], [-46.0210, 0.3734, -24.7022], [-45.3756, -7.8349, -21.4529], [-47.0036, 2.1147, -24.4419], [-46.1526, -6.7713, -31.0037], [-49.1071, 0.5974, -21.1356], [-46.1417, -3.9310, -28.0621], [-44.5155, -6.3658, -18.9741], [-44.9228, -5.4268, -25.0287], [-44.5576, -6.7884, -22.4012], [-52.3549, -2.6893, -25.0803], [-45.5005, -5.9312, -20.6849], [-42.7154, -7.7926, -27.0253], [-42.6829, -3.5410, -25.7818], [-51.6892, -1.6525, -24.9764], [-45.2100, 2.0183, -24.0316], [-43.8441, -5.8753, -25.9888], [-48.3660, -4.0601, -24.0344], [-46.3345, -6.8715, -22.2364], [-44.6538, -7.9350, -26.0004], [-46.7447, -0.2415, -22.3058], [-48.5750, -1.2024, -28.0174], [-48.0909, -5.3304, -23.9142], [-50.3007, -6.7148, -20.4859], [-47.5314, -11.3507, -27.2818], [-43.0142, -2.8351, -29.9123], [-54.9156, -1.3220, -26.5301], [-51.9625, -2.6887, -20.0134], [-46.3141, -1.2006, -22.7807], [-45.7084, 2.9547, -22.2210], [-48.1627, -0.5314, -27.3004], [-51.5245, -6.3332, -18.9438], [-45.8982, 1.3439, -27.9601], [-54.3887, -1.3890, -25.5779], [-46.2052, -0.0269, -28.9650], [-46.0521, -5.9200, -30.3020], [-49.8221, -8.0982, -23.9967], [-51.1106, 1.3888, -19.7543], [-53.5049, 1.7740, -18.9286], [-46.1252, -2.9934, -27.2274], [-49.9325, -1.8244, -21.0384], [-49.5002, -10.7225, -26.4913], [-50.3549, -11.6339, -27.2085], [-47.0423, -6.0617, -29.1770], [-53.6714, -2.6706, -25.4049], [-50.5055, -1.1771, -20.5655], [-41.9701, -2.9239, -26.0349], [-50.0657, -9.7015, -25.5018], [-44.2893, -1.6838, -28.6330], [-47.8448, 0.7694, -27.9246], [-51.0321, -8.2712, -18.9251], [-45.0564, -4.8291, -30.2906], [-48.7129, 1.7713, -27.7707], [-46.4256, -5.0396, -20.4237], [-45.1129, -3.8151, -29.2931], [-55.0179, -1.1063, -24.8495], [-51.4719, -11.6916, -26.7348], [-53.6235, -0.5728, -25.8991], [-44.7555, -4.0207, -24.4165], [-50.9533, 2.4717, -19.6907], [-50.4966, -5.7363, -22.2434], [-47.1360, -7.7483, -24.3939], [-54.9722, -3.8452, -24.4366], [-54.4677, 1.2513, -18.3821], [-49.3715, -7.6879, -21.0510], [-45.7727, -5.9549, -24.9313], [-44.0214, -4.6023, -19.7556], [-48.7455, -0.5608, -26.5146], [-46.5522, 1.6196, -29.4235], [-43.3559, -6.1373, -20.2365], [-46.5373, 0.8891, -28.6181], [-51.1303, -7.0892, -19.4223], [-50.5100, -5.5342, -21.2397], [-49.7130, -4.8707, -21.0477], [-49.1165, -2.5854, -25.0492], [-53.3614, 2.9785, -19.0909], [-47.1434, -0.8791, -26.9798], [-47.0613, -5.0930, -28.1217], [-46.2252, 1.9726, -20.4860], [-49.9202, -12.4736, -27.9896], [-45.8307, -9.7441, -26.0195], [-48.2122, -3.3036, -22.9395], [-51.6601, -1.5788, -19.9857], [-55.1935, -4.0511, -26.1990], [-49.8000, -8.2763, -21.9139], [-47.7856, -8.5584, -24.9141], [-51.4049, -4.8684, -20.8458], [-49.1800, -8.6919, -24.7359], [-48.2937, -7.2312, -21.3056], [-50.9081, -9.5563, -25.2154], [-52.0693, -3.7133, -25.0272], [-45.5646, -3.8881, -23.5503], [-47.5838, -6.8596, -29.1332], [-46.9222, -4.9178, -21.3009], [-47.0401, -9.6285, -25.8390], [-46.1251, 2.0444, -21.7611], [-44.2785, -5.7825, -19.8944], [-47.6907, -0.5612, -22.2463], [-44.2732, -4.8219, -31.1434], [-50.1631, 0.3140, -20.5821], [-48.6957, 2.6486, -28.0807], [-43.8069, -7.3205, -26.4387], [-47.9218, -10.8198, -26.5492]]}